151
Properties=species:S:1:pos:R:3 method="wB97M-V/def2-TZVPD" e_homo_ev=-3.7348 e_above_lowest_ev=5.313 fmax_ev_per_a=11.8 homo_lumo_gap_ev=5.6 total_charge=-1
C -5.49359 0.04753 0.76852
C -3.98854 0.44893 0.25763
C -2.96115 -0.86646 0.13683
N -1.86415 -0.61883 1.14507
C -0.79248 -1.72988 1.10136
I -1.72629 -3.23061 2.40421
O -0.54644 -2.27455 -0.27123
P 1.06756 -2.19124 -0.90833
C 0.86584 -0.45269 -1.76664
O -0.32566 0.28553 -1.34844
O -0.68482 0.96899 -2.42257
C 1.22924 -3.93786 -0.04866
C 0.22599 -5.06829 -0.67928
O -1.06346 -5.25629 -0.39040
O 0.82785 -6.04266 -1.65030
N 2.53996 -2.23433 -1.85433
C 3.72665 -2.29899 -1.26794
C 4.59328 -3.72133 -1.46727
C 4.62027 -1.12942 -0.51275
O 0.38297 -3.10204 -2.26317
C -0.93754 -2.58073 -2.64495
N -1.93113 -1.98936 -3.27497
O 1.66617 -1.29197 0.50699
C 0.64808 -1.02676 1.57621
C 1.34099 -1.50144 2.97743
C 2.37506 -0.43971 3.66864
C 3.62010 0.05872 2.73611
S 4.42281 1.58076 3.51407
P 0.08156 0.76670 1.89846
O -0.62321 0.99023 3.47404
O 1.29718 1.95102 1.51606
H -5.68723 -1.11218 0.81152
H -6.26427 0.56842 0.02013
H -5.70492 0.55869 1.82146
H -4.00120 0.99314 -0.79128
H -3.53642 1.18467 1.04787
H -2.62510 -0.88235 -0.98267
H -3.57299 -1.87152 0.32046
H -2.33247 -0.79939 2.08409
H 1.84078 0.16375 -1.45823
H 0.90767 -0.52048 -2.94098
H -0.08223 1.78629 -2.45305
H 0.97203 -3.87651 1.11576
H 2.30676 -4.37971 -0.09706
H 1.65258 -5.53514 -1.97788
H 5.74350 -3.43786 -1.52977
H 4.30849 -4.17980 -2.53360
H 4.44122 -4.47305 -0.58426
H 5.75790 -1.21258 -0.86605
H 4.20984 -0.04418 -0.66028
H 4.65059 -1.45531 0.63573
H 1.96393 -2.49015 2.73124
H 0.55883 -1.79103 3.83197
H 1.87415 0.51703 4.13833
H 2.86477 -1.01572 4.59341
H 3.35085 0.35242 1.63779
H 4.44309 -0.79544 2.78042
H 3.46691 2.16711 4.39269
H -0.81191 1.94986 3.68749
H 1.43759 2.47380 2.37822
C -6.53719 -0.86170 -5.55806
C -6.02117 -1.93823 -4.63852
C -5.12614 -1.15420 -3.70371
O -5.68235 0.16400 -3.60315
C -6.68546 0.31399 -4.61730
H -7.47057 -1.12453 -6.06225
H -5.78526 -0.63550 -6.32341
H -6.85445 -2.37721 -4.07725
H -5.49540 -2.74435 -5.15644
H -4.11333 -1.05949 -4.10943
H -5.06277 -1.60394 -2.70863
H -7.66330 0.30587 -4.12355
H -6.55782 1.27508 -5.12298
C 3.56477 -2.44690 -6.38575
C 4.75444 -2.48982 -7.30965
C 5.77735 -3.22904 -6.47488
O 5.05026 -4.12499 -5.62298
C 3.65815 -3.78562 -5.68691
H 2.61249 -2.30099 -6.90186
H 3.68892 -1.63599 -5.65820
H 4.50862 -3.07487 -8.20372
H 5.09810 -1.50315 -7.63043
H 6.33961 -2.54134 -5.83434
H 6.48631 -3.79561 -7.08549
H 3.14961 -4.56847 -6.26013
H 3.23741 -3.76280 -4.67788
C -3.64142 2.45812 -8.41808
C -4.30408 3.78952 -8.66089
C -5.76834 3.45166 -8.48359
O -5.83590 2.37935 -7.53348
C -4.51244 1.86417 -7.33280
H -2.59107 2.53663 -8.12638
H -3.70130 1.84305 -9.32386
H -3.99016 4.50558 -7.89226
H -4.08107 4.21973 -9.64054
H -6.21059 3.09644 -9.42039
H -6.35385 4.30172 -8.12159
H -4.17820 2.18043 -6.33867
H -4.53367 0.77130 -7.36255
C -0.11929 3.72741 7.99358
C -0.62097 2.30727 8.04100
C -0.09585 1.74212 6.73927
O 1.12348 2.43780 6.44539
C 1.22886 3.56485 7.32625
H -0.05437 4.20364 8.97515
H -0.77894 4.33313 7.36089
H -0.16480 1.78099 8.88778
H -1.70704 2.22726 8.13358
H -0.79322 1.92745 5.91544
H 0.09829 0.66721 6.79698
H 2.01064 3.34264 8.06073
H 1.52558 4.45064 6.75790
C -1.90299 7.07128 12.23923
C -2.40467 5.65113 12.28665
C -1.87956 5.08599 10.98492
O -0.66022 5.78167 10.69104
C -0.55485 6.90871 11.57189
H -1.83807 7.54750 13.22080
H -2.56264 7.67699 11.60653
H -1.94851 5.12486 13.13342
H -3.49074 5.57113 12.37923
H -2.57692 5.27132 10.16109
H -1.68542 4.01107 11.04263
H 0.22694 6.68650 12.30638
H -0.25812 7.79450 11.00354
C 8.48294 -6.82675 0.18383
C 8.11314 -7.29581 -1.19963
C 6.63293 -6.98650 -1.25394
O 6.41612 -5.84149 -0.41784
C 7.60479 -5.60581 0.34947
H 9.54666 -6.60613 0.30344
H 8.20536 -7.58961 0.92093
H 8.64721 -6.69914 -1.94853
H 8.33556 -8.35046 -1.38064
H 6.03905 -7.81294 -0.84938
H 6.28646 -6.77204 -2.26903
H 8.09041 -4.71046 -0.05369
H 7.33876 -5.41844 1.39341
C -1.57710 4.28766 -1.81058
C -2.84813 4.85622 -2.38674
C -3.91005 4.08095 -1.63780
O -3.36505 3.76762 -0.34864
C -1.96026 4.05663 -0.36521
H -0.71128 4.94523 -1.92215
H -1.34618 3.33074 -2.29360
H -2.92165 5.92244 -2.14209
H -2.92628 4.74810 -3.47151
H -4.14185 3.13636 -2.14117
H -4.83711 4.64887 -1.51744
H -1.79751 4.95715 0.23695
H -1.40810 3.22897 0.08842